Record 1
{
  "formula": "C11H25N2O2",
  "method": "the ωB97M-V functional and the def2-TZVPD basis",
  "symbols": ["N", "C", "C", "C", "C", "C", "O", "C", "C", "N", "H", "H", "H", "H", "H", "H", "H", "H", "H", "H", "H", "H", "H", "H", "H", "H", "H", "C", "C", "C", "O", "C", "H", "H", "H", "H", "H", "H", "H", "H"],
  "coordinates": [[1.057, -3.889, -2.022], [0.427, -2.767, -2.706], [-1.013, -2.439, -2.257], [-1.186, -1.432, -1.114], [-0.417, -0.124, -1.271], [1.020, -0.191, -0.702], [1.926, 0.561, -1.471], [1.363, 1.840, -1.718], [0.381, 1.662, -2.857], [-0.394, 0.363, -2.681], [1.597, -3.601, -1.217], [0.384, -4.598, -1.762], [0.385, -3.008, -3.770], [1.103, -1.919, -2.624], [-1.618, -2.147, -3.113], [-1.450, -3.371, -1.914], [-0.924, -1.846, -0.144], [-2.244, -1.184, -1.051], [-0.947, 0.639, -0.710], [0.955, 0.176, 0.324], [1.338, -1.224, -0.642], [2.156, 2.510, -2.025], [0.876, 2.228, -0.824], [0.948, 1.565, -3.775], [-0.291, 2.505, -2.980], [0.024, -0.325, -3.307], [-1.344, 0.530, -3.013], [0.130, 2.259, 4.563], [0.585, 1.406, 3.384], [-0.435, 0.279, 3.402], [-1.645, 0.837, 3.903], [-1.384, 2.132, 4.463], [0.471, 3.291, 4.519], [0.487, 1.823, 5.498], [0.497, 1.980, 2.455], [1.612, 1.051, 3.468], [-0.120, -0.535, 4.063], [-0.622, -0.140, 2.408], [-1.803, 2.891, 3.793], [-1.885, 2.209, 5.426]],
  "forces_ev_per_angstrom": [[0.07, 0.46, 0.03], [-0.24, -0.52, -0.18], [0.44, -0.08, 0.39], [-0.26, 0.24, -0.51], [0.04, -0.19, 0.83], [-0.51, -0.15, 0.00], [0.08, 0.02, 0.14], [-0.05, -0.42, -0.04], [0.33, 0.18, -0.28], [0.14, 0.74, -0.46], [-0.11, -0.19, 0.06], [0.11, -0.05, 0.07], [-0.01, -0.02, -0.10], [0.13, 0.14, -0.03], [-0.06, 0.20, -0.17], [-0.20, -0.16, -0.08], [0.16, -0.12, 0.09], [-0.17, -0.07, 0.11], [-0.14, 0.25, -0.12], [0.14, 0.14, 0.14], [0.36, -0.04, -0.20], [0.08, 0.13, 0.02], [0.06, 0.13, 0.16], [-0.03, -0.12, -0.20], [-0.31, -0.05, 0.16], [-0.05, -0.19, 0.18], [-0.03, -0.26, 0.06], [-0.05, -0.08, 0.08], [0.11, 0.08, -0.14], [-0.06, -0.04, 0.13], [0.05, 0.06, -0.06], [-0.02, 0.03, -0.07], [0.00, 0.00, -0.02], [-0.01, 0.01, 0.00], [0.01, 0.01, 0.01], [0.00, 0.00, 0.02], [0.05, -0.02, -0.05], [-0.05, -0.04, 0.02], [0.01, 0.03, 0.03], [-0.03, -0.05, 0.00]],
  "homo_energy_ev": -11.813,
  "e_tot_ha": -693.83122,
  "spin_multiplicity": 1,
  "e_lumo_ev": -3.2,
  "charge": 1,
  "homo_lumo_gap_ev": 8.6390
}


Record 2
{
  "formula": "C11H25N4O2Ru",
  "method": "the ωB97M-V functional and the def2-TZVPD basis",
  "symbols": ["Ru", "C", "C", "N", "C", "C", "N", "C", "C", "C", "N", "C", "C", "N", "C", "H", "H", "H", "H", "H", "H", "H", "H", "H", "H", "H", "H", "H", "H", "H", "H", "H", "H", "H", "H", "H", "H", "H", "H", "O", "C", "O", "H"],
  "coordinates": [[0.036, -0.397, -0.572], [1.776, -2.141, 1.283], [2.739, -1.045, 0.858], [2.150, -0.200, -0.241], [2.493, 1.239, -0.087], [1.567, 2.053, -0.945], [0.158, 1.712, -0.571], [-0.812, 2.457, -1.466], [-1.974, 1.584, -1.910], [-2.714, 0.978, -0.725], [-2.090, -0.326, -0.383], [-2.410, -0.850, 0.971], [-1.470, -0.225, 1.982], [-0.058, -0.407, 1.510], [0.619, -1.613, 2.122], [1.387, -2.634, 0.395], [2.296, -2.916, 1.846], [2.953, -0.376, 1.693], [3.693, -1.455, 0.530], [2.522, -0.534, -1.129], [2.370, 1.500, 0.967], [3.538, 1.428, -0.338], [1.757, 3.124, -0.859], [1.683, 1.776, -1.994], [-0.002, 2.045, 0.378], [-1.168, 3.325, -0.910], [-0.257, 2.824, -2.327], [-2.640, 2.156, -2.554], [-1.589, 0.774, -2.542], [-2.635, 1.620, 0.155], [-3.777, 0.844, -0.924], [-2.413, -1.015, -1.060], [-3.453, -0.657, 1.229], [-2.267, -1.929, 0.941], [-1.655, 0.844, 2.098], [-1.596, -0.680, 2.965], [0.472, 0.401, 1.825], [0.960, -1.301, 3.111], [-0.137, -2.385, 2.255], [0.628, -1.408, -2.282], [-0.022, -2.451, -1.930], [-0.571, -2.419, -0.780], [-0.090, -3.320, -2.586]],
  "forces_ev_per_angstrom": [[-1.02, 0.23, 1.19], [-0.03, 0.09, -0.15], [-0.07, 0.11, 0.04], [-0.04, -0.31, -0.08], [0.08, -0.07, 0.04], [-0.14, 0.00, -0.06], [0.51, 0.11, -0.63], [0.00, -0.09, 0.14], [0.14, -0.08, 0.01], [0.00, -0.02, 0.11], [0.11, -0.02, -0.30], [0.02, -0.04, 0.02], [-0.01, -0.01, -0.05], [0.09, 0.17, 0.02], [-0.11, -0.01, -0.06], [0.04, -0.12, 0.05], [0.05, 0.12, 0.13], [0.05, -0.07, 0.04], [-0.02, -0.02, -0.06], [0.12, 0.04, 0.03], [-0.01, 0.03, -0.01], [0.01, -0.02, -0.01], [-0.01, 0.00, 0.08], [0.00, 0.04, -0.02], [0.06, 0.07, -0.01], [-0.03, 0.03, -0.06], [0.01, -0.03, -0.02], [-0.01, 0.13, 0.11], [-0.07, 0.01, -0.08], [-0.06, 0.06, -0.04], [0.01, -0.09, -0.02], [-0.11, 0.00, 0.04], [0.01, 0.05, 0.02], [-0.01, 0.00, 0.00], [-0.01, 0.00, -0.05], [0.00, 0.01, 0.01], [-0.01, -0.06, 0.18], [0.01, -0.10, 0.03], [-0.02, 0.00, -0.07], [-0.43, -0.09, -0.22], [-0.01, 0.21, 0.53], [0.94, -0.23, -0.86], [-0.02, -0.02, 0.00]],
  "homo_energy_ev": [-16.766, -16.647],
  "e_tot_ha": -898.02248,
  "s_squared": 0.754,
  "spin_multiplicity": 2,
  "e_lumo_ev": [-6.5, -8.1],
  "charge": 2,
  "homo_lumo_gap_ev": [10.2427, 8.5024]
}


Record 3
{
  "formula": "C11H25N4O4SiTi",
  "method": "the ωB97M-V functional and the def2-TZVPD basis",
  "symbols": ["Ti", "N", "C", "C", "O", "N", "C", "C", "O", "O", "H", "H", "H", "H", "H", "H", "N", "C", "C", "N", "H", "H", "H", "H", "H", "H", "H", "H", "O", "H", "H", "C", "Si", "C", "C", "C", "C", "H", "H", "H", "H", "H", "H", "H", "H", "H"],
  "coordinates": [[0.855, -0.915, -0.150], [0.477, -3.033, -0.400], [1.567, -3.859, 0.148], [2.870, -3.040, 0.023], [3.908, -3.568, -0.390], [2.653, -1.786, 0.406], [3.588, -0.755, 0.006], [2.693, 0.238, -0.764], [2.746, 1.459, -0.499], [1.914, -0.300, -1.648], [-0.442, -3.381, -0.161], [0.552, -2.980, -1.414], [1.691, -4.816, -0.362], [1.357, -4.047, 1.202], [4.387, -1.151, -0.630], [4.033, -0.249, 0.865], [0.567, 0.865, 1.174], [0.224, 0.820, 2.595], [1.117, -0.182, 3.314], [0.876, -1.513, 2.759], [1.471, 1.319, 1.014], [-0.113, 1.415, 0.656], [-0.812, 0.487, 2.691], [0.319, 1.799, 3.079], [0.874, -0.185, 4.379], [2.164, 0.135, 3.204], [1.420, -2.207, 3.256], [1.253, -1.512, 1.787], [-1.691, -2.121, 1.486], [-1.655, -1.431, 0.795], [-0.955, -1.925, 2.098], [-1.933, 3.737, -1.060], [-2.513, 2.155, -1.935], [-2.230, 2.430, -3.786], [-4.385, 2.024, -1.656], [-1.638, 0.705, -1.286], [-0.977, -0.249, -0.868], [-2.441, 4.619, -1.459], [-0.858, 3.874, -1.196], [-2.130, 3.693, 0.014], [-2.834, 3.258, -4.164], [-2.480, 1.534, -4.358], [-1.179, 2.659, -3.976], [-4.913, 2.865, -2.112], [-4.619, 2.014, -0.589], [-4.778, 1.101, -2.088]],
  "forces_ev_per_angstrom": [[-1.67, -0.19, -0.04], [0.18, -0.70, -0.04], [0.27, 0.01, -0.17], [0.07, -0.32, 0.31], [-0.08, 0.00, -0.01], [1.02, -0.50, 0.08], [0.00, -0.11, -0.12], [1.44, 0.92, 0.16], [0.08, -0.19, -0.20], [0.41, 0.42, -0.84], [-0.13, 0.12, 0.06], [-0.09, -0.17, -0.06], [-0.01, 0.02, 0.00], [-0.04, -0.01, 0.01], [0.01, 0.02, 0.00], [0.00, 0.06, -0.04], [0.30, 0.40, 0.37], [0.08, -0.10, 0.22], [-0.10, 0.04, -0.11], [-0.23, 0.09, -0.14], [-0.04, 0.11, 0.07], [-0.12, -0.08, -0.05], [-0.02, 0.05, -0.02], [-0.03, 0.02, -0.06], [0.00, 0.02, 0.00], [0.00, -0.01, 0.04], [0.06, -0.04, -0.05], [0.43, -0.31, 1.20], [-0.07, 0.06, 0.00], [-0.07, -0.14, 0.14], [-0.04, 0.00, -0.09], [0.01, -0.24, -0.06], [-0.20, 0.38, -0.04], [0.07, -0.19, 0.20], [0.23, -0.12, 0.01], [-0.37, 0.05, -0.12], [-1.36, 0.66, -0.61], [-0.02, -0.01, -0.03], [-0.01, -0.01, 0.00], [-0.01, -0.03, -0.01], [-0.02, 0.02, 0.05], [-0.01, 0.00, 0.01], [0.00, -0.02, 0.00], [0.04, 0.03, -0.01], [0.02, -0.01, 0.00], [0.01, 0.01, 0.00]],
  "homo_energy_ev": [-2.455, -5.384],
  "e_tot_ha": -2093.19367,
  "s_squared": 2.009,
  "spin_multiplicity": 3,
  "e_lumo_ev": [2.9, 2.9],
  "charge": -1,
  "homo_lumo_gap_ev": [5.3528, 8.2712]
}